Entry 1:
15
Properties=species:S:1:pos:R:3:lowdin_charge:R:1 method="wB97M-V/def2-TZVPD" energy_ev=-9750.260 orbital_gap_ev=9.0219 de_lowest_ev=2.204 spin_multiplicity=1 e_lumo_ev=-3.50 e_homo_ev=-12.5 total_charge=+1
C 1.08 0.50 -1.11 -0.169
C -1.11 -0.98 0.72 -0.316
C 0.60 0.32 1.12 -0.003
N 0.88 0.98 -2.36 0.164
N -1.74 -1.50 1.81 0.159
N 0.60 1.01 -0.07 -0.001
O -1.29 -1.02 -0.46 0.095
H 1.76 -0.28 -1.09 0.150
H 1.34 -0.43 1.22 0.088
H 0.23 0.82 1.97 0.080
H 1.37 0.67 -3.23 0.151
H 0.31 1.78 -2.65 0.139
H -1.32 -1.97 2.63 0.142
H -2.65 -1.79 1.70 0.076
H -0.05 1.88 -0.18 0.245

=====

Entry 2:
7
Properties=species:S:1:pos:R:3:lowdin_charge:R:1 method="wB97M-V/def2-TZVPD" energy_ev=-20637.316 orbital_gap_ev=9.3665 de_lowest_ev=3.660 spin_multiplicity=1 e_lumo_ev=-1.47 e_homo_ev=-10.8
N -2.23 0.05 0.76 -0.254
N -1.89 0.66 -0.14 0.199
O -2.05 -0.27 1.87 0.070
O 2.59 0.20 -0.25 -0.535
F 1.23 -1.24 -0.26 -0.481
S 1.27 0.61 -0.30 0.940
H 1.08 0.00 -1.68 0.061

=====

Entry 3:
103
Properties=species:S:1:pos:R:3:lowdin_charge:R:1 method="wB97M-V/def2-TZVPD" energy_ev=-141856.662 orbital_gap_ev=8.1281 spin_multiplicity=1 e_lumo_ev=-4.30 e_homo_ev=-12.4 total_charge=+1
S -6.56 -2.84 -0.32 0.930
C -5.50 -2.92 -1.42 -0.750
N -4.60 -2.98 -2.27 0.125
C -4.10 -1.69 -2.51 -0.248
C -2.92 -1.20 -1.96 0.071
C -2.60 0.10 -2.24 0.059
C -3.45 0.85 -3.06 -0.055
N -4.54 0.38 -3.60 0.147
N -4.81 -0.88 -3.29 0.121
H -2.31 -1.81 -1.33 0.126
H -1.72 0.56 -1.81 0.138
H -3.19 1.88 -3.25 0.128
H -5.66 -1.26 -3.70 0.191
O -0.81 -2.89 -4.82 -0.307
S -0.55 -3.89 -5.82 0.564
O -1.01 -3.69 -7.16 -0.262
O -1.07 -5.29 -5.28 -0.257
C -2.43 -5.34 -4.80 -0.258
C -3.44 -5.39 -5.93 -0.068
C 1.17 -4.28 -5.84 -0.110
H -2.62 -4.50 -4.13 0.091
H -2.50 -6.25 -4.21 0.124
H -3.46 -4.45 -6.49 0.071
H -4.44 -5.56 -5.53 0.080
H -3.20 -6.18 -6.63 0.090
H 1.50 -4.48 -4.83 0.074
H 1.69 -3.43 -6.26 0.081
H 1.31 -5.16 -6.47 0.082
O 1.31 -1.98 0.30 -0.280
S 0.38 -3.01 0.66 0.546
O -0.92 -2.67 1.15 -0.282
O 1.07 -4.03 1.64 -0.260
C 1.71 -3.50 2.83 -0.239
C 0.71 -3.14 3.91 -0.063
C 0.20 -4.11 -0.70 -0.105
H 2.33 -2.65 2.57 0.105
H 2.37 -4.30 3.17 0.128
H 0.10 -2.29 3.62 0.064
H 1.23 -2.88 4.83 0.088
H 0.04 -3.98 4.11 0.087
H 1.19 -4.41 -1.05 0.074
H -0.34 -3.58 -1.49 0.059
H -0.37 -4.98 -0.38 0.081
O 1.13 0.39 4.21 -0.275
S 0.41 1.46 3.59 0.573
O -0.72 1.19 2.76 -0.278
O 1.45 2.35 2.76 -0.278
C 2.30 1.66 1.82 -0.246
C 1.56 1.30 0.55 -0.075
C -0.03 2.67 4.78 -0.120
H 2.74 0.78 2.30 0.116
H 3.12 2.35 1.60 0.113
H 0.80 0.55 0.75 0.048
H 2.25 0.89 -0.18 0.084
H 1.07 2.18 0.13 0.086
H 0.85 2.92 5.38 0.077
H -0.81 2.24 5.40 0.081
H -0.40 3.55 4.27 0.065
O 1.62 6.28 2.00 -0.272
S 2.08 6.07 3.34 0.568
O 1.19 5.57 4.34 -0.280
O 2.77 7.40 3.86 -0.259
C 2.03 8.63 3.77 -0.244
C 0.97 8.75 4.85 -0.071
C 3.53 5.07 3.32 -0.104
H 1.59 8.72 2.77 0.114
H 2.77 9.42 3.88 0.123
H 0.17 8.03 4.71 0.070
H 0.53 9.75 4.82 0.083
H 1.40 8.58 5.83 0.086
H 4.22 5.47 2.59 0.081
H 3.21 4.07 3.04 0.042
H 3.96 5.06 4.32 0.083
O -3.41 3.55 -0.91 -0.300
S -4.63 4.17 -0.48 0.555
O -5.58 4.64 -1.44 -0.268
O -4.28 5.33 0.54 -0.257
C -3.33 6.34 0.13 -0.236
C -3.94 7.36 -0.81 -0.068
C -5.44 3.11 0.67 -0.118
H -2.45 5.86 -0.30 0.115
H -3.02 6.82 1.06 0.124
H -4.18 6.92 -1.77 0.072
H -3.23 8.17 -0.98 0.085
H -4.86 7.77 -0.39 0.087
H -4.72 2.79 1.42 0.077
H -5.81 2.26 0.11 0.069
H -6.26 3.65 1.12 0.079
O 4.50 -5.99 -2.13 -0.285
S 5.00 -6.24 -0.82 0.565
O 4.10 -6.56 0.24 -0.274
O 5.90 -5.00 -0.38 -0.256
C 5.31 -3.70 -0.49 -0.242
C 4.32 -3.42 0.63 -0.077
C 6.28 -7.44 -0.89 -0.117
H 4.84 -3.59 -1.47 0.113
H 6.14 -2.99 -0.45 0.124
H 3.45 -4.06 0.55 0.052
H 3.99 -2.38 0.58 0.077
H 4.78 -3.60 1.60 0.094
H 6.98 -7.17 -1.67 0.077
H 5.81 -8.40 -1.12 0.079
H 6.77 -7.49 0.08 0.078

=====

Entry 4:
11
Properties=species:S:1:pos:R:3:lowdin_spin:R:1 method="wB97M-V/def2-TZVPD" energy_ev=-37011.719 orbital_gap_ev="5.9873 / 6.6492" s2=6.01 de_lowest_ev=1.621 spin_multiplicity=5 e_lumo_ev="-12.07 / -11.40" e_homo_ev="-18.1 / -18.1" total_charge=+2
C -0.11 2.27 -1.27 0.270
C -0.85 1.18 -1.46 0.200
H -1.59 0.43 -1.19 0.006
V 1.53 3.36 -0.75 2.992
O -0.95 2.16 -2.43 0.526
O 0.65 -0.34 0.25 0.006
C 0.52 -1.32 0.95 0.000
O -0.63 -1.87 1.30 0.000
O 1.55 -1.88 1.57 0.000
H -1.37 -1.39 0.90 0.000
H 1.26 -2.60 2.14 0.000

=====

Entry 5:
11
Properties=species:S:1:pos:R:3:lowdin_charge:R:1 method="wB97M-V/def2-TZVPD" energy_ev=-7659.952 orbital_gap_ev=9.7224 de_lowest_ev=2.503 spin_multiplicity=1 e_lumo_ev=0.88 e_homo_ev=-8.8 smiles=Nc1ccn[nH]1
N -1.83 -0.09 0.32 0.084
C -0.48 0.15 -0.07 -0.386
C 0.41 -0.88 -0.31 -0.083
C 1.68 -0.31 0.03 -0.173
N 1.57 0.99 0.26 0.015
N 0.25 1.28 0.14 0.019
H -1.76 -0.93 0.91 0.083
H -2.53 -0.29 -0.39 0.080
H 0.00 -1.30 -1.23 0.112
H 2.61 -0.79 0.32 0.096
H 0.01 2.25 -0.02 0.153

=====

Entry 6:
21
Properties=species:S:1:pos:R:3:lowdin_spin:R:1 method="wB97M-V/def2-TZVPD" energy_ev=-10969.551 orbital_gap_ev="11.2948 / 5.0598" s2=0.76 de_lowest_ev=3.272 spin_multiplicity=2 e_lumo_ev="-2.94 / -8.64" e_homo_ev="-14.2 / -13.7" total_charge=+1
C 1.63 -0.13 1.27 0.106
O 2.39 1.05 1.08 0.040
C 0.49 0.07 0.18 0.105
C -0.59 -0.94 0.52 0.042
C -1.84 -0.16 0.20 0.039
C -2.42 0.84 0.91 0.124
N 1.25 -0.04 -1.13 0.478
H 1.15 -0.21 2.31 0.005
H 2.31 -0.90 1.14 0.001
H 2.79 1.36 1.90 0.002
H 0.15 1.15 0.29 0.001
H -0.61 -1.79 -0.14 0.001
H -0.53 -1.14 1.54 -0.002
H -2.34 -0.43 -0.69 0.003
H -3.25 1.51 0.61 0.006
H -1.83 1.10 1.84 0.005
H 1.72 0.86 -1.47 0.008
H 1.92 -0.74 -1.24 0.017
H -0.72 -0.42 -1.99 0.003
H -1.83 -0.15 -2.94 0.000
O -1.30 -0.80 -2.53 0.016

=====

Entry 7:
16
Properties=species:S:1:pos:R:3:lowdin_charge:R:1 method="wB97M-V/def2-TZVPD" energy_ev=-16559.797 orbital_gap_ev=9.2210 de_lowest_ev=3.089 spin_multiplicity=1 e_lumo_ev=0.49 e_homo_ev=-8.7 smiles="[H]/N=N/[C@@H]1CCCP1"
H 3.24 0.31 1.34 0.085
N 2.88 -0.03 0.37 0.039
N 1.68 0.34 0.27 -0.199
C 0.95 0.11 -0.83 -0.518
C -0.34 0.91 -0.86 -0.247
C -1.20 0.49 0.40 -0.292
C -1.47 -1.03 0.35 -0.436
P 0.16 -1.72 -0.25 0.963
H 1.38 0.12 -1.80 0.094
H -0.95 0.71 -1.80 0.118
H -0.26 2.09 -0.86 0.136
H -0.67 0.95 1.34 0.133
H -2.27 0.83 0.40 0.102
H -1.77 -1.33 1.27 0.033
H -2.24 -1.21 -0.33 0.045
H 0.89 -1.55 1.00 -0.056

=====

Entry 8:
56
Properties=species:S:1:pos:R:3:lowdin_charge:R:1 method="wB97M-V/def2-TZVPD" energy_ev=-52227.696 orbital_gap_ev=3.1745 de_lowest_ev=1.233 spin_multiplicity=1 e_lumo_ev=2.75 e_homo_ev=-0.4 total_charge=-1
C -1.77 -4.31 5.19 -0.317
Si 0.09 -4.50 4.99 0.470
C 0.94 -3.04 4.18 -0.314
H 0.83 -3.31 7.57 0.026
C 0.88 -6.15 5.03 -0.508
Sn 1.50 -6.66 7.15 1.114
C 2.62 -8.53 7.34 -0.285
C 2.94 -5.20 7.82 -0.262
C -0.26 -6.88 8.37 -0.250
H -2.22 -4.85 4.34 -0.016
H -2.09 -4.76 6.14 -0.006
H -2.10 -3.26 5.17 0.010
H 1.08 -3.31 3.12 -0.019
H 0.37 -2.10 4.23 0.005
H 1.92 -2.85 4.64 0.002
H 0.21 -6.99 4.74 -0.031
H 1.83 -6.23 4.48 -0.021
H 3.02 -8.61 8.36 -0.019
H 1.95 -9.38 7.14 -0.023
H 3.45 -8.53 6.62 -0.020
H 3.01 -5.28 8.92 -0.008
H 3.90 -5.46 7.38 -0.006
H 2.70 -4.18 7.54 -0.043
H 0.03 -7.08 9.41 -0.014
H -0.87 -5.97 8.35 -0.031
H -0.85 -7.72 8.00 -0.010
F -0.27 -6.89 12.52 0.101
C -1.05 -5.76 12.61 -0.520
F -2.35 -6.17 12.58 0.106
F -0.84 -5.23 13.86 0.103
C -0.73 -4.77 11.51 -0.153
C -1.70 -4.38 10.60 -0.027
C -1.34 -3.58 9.53 -0.041
C -0.04 -3.10 9.39 -0.194
C 0.39 -2.49 8.07 -0.130
C 1.50 -1.46 7.93 -0.185
C 2.80 -1.73 8.34 -0.044
C 3.81 -0.81 8.14 -0.005
C 3.52 0.34 7.41 -0.153
C 4.57 1.41 7.34 -0.535
F 4.35 2.30 6.34 0.109
F 4.59 2.12 8.52 0.103
F 5.82 0.89 7.15 0.110
C 2.26 0.55 6.85 -0.017
C 1.27 -0.38 7.07 -0.027
C 0.90 -3.41 10.38 -0.019
C 0.57 -4.27 11.43 -0.010
H -2.72 -4.71 10.73 0.114
H -2.07 -3.33 8.76 0.116
H -0.52 -2.13 7.54 0.118
H 3.05 -2.69 8.77 0.081
H 4.79 -0.98 8.57 0.119
H 2.05 1.45 6.27 0.119
H 0.30 -0.32 6.56 0.118
H 1.90 -2.98 10.33 0.096
H 1.33 -4.54 12.17 0.121

=====

Entry 9:
11
Properties=species:S:1:pos:R:3:lowdin_charge:R:1 method="wB97M-V/def2-TZVPD" energy_ev=-10362.433 orbital_gap_ev=10.7449 de_lowest_ev=1.288 spin_multiplicity=1 e_lumo_ev=1.01 e_homo_ev=-9.7 smiles=Cn1ncc(F)n1
C 1.76 -0.53 0.00 -0.021
N 0.38 -0.11 -0.03 -0.270
N 0.05 1.21 -0.01 0.113
C -1.29 1.14 0.00 -0.083
C -1.68 -0.20 -0.01 -0.357
F -2.95 -0.63 -0.01 0.078
N -0.63 -1.01 -0.01 0.179
H 1.83 -1.50 -0.48 0.082
H 2.36 0.20 -0.51 0.078
H 2.06 -0.62 1.06 0.097
H -1.89 2.03 0.01 0.105

=====

Entry 10:
16
Properties=species:S:1:pos:R:3:lowdin_charge:R:1 method="wB97M-V/def2-TZVPD" energy_ev=-7855.371 orbital_gap_ev=10.4286 de_lowest_ev=2.789 spin_multiplicity=1 e_lumo_ev=0.80 e_homo_ev=-9.6 smiles=C[C@@H]1[C@H](C)[C@@H]1C#N
C -1.45 -0.79 -0.72 -0.059
C -0.16 0.04 -1.05 -0.226
C 1.02 0.25 -0.13 -0.311
C 1.48 -0.61 0.97 -0.069
C 0.01 1.30 -0.19 -0.220
C -0.69 1.45 1.05 -0.204
N -1.26 1.56 2.05 0.171
H -2.36 -0.63 -1.31 0.074
H -1.34 -1.89 -0.77 0.068
H -1.77 -0.62 0.32 0.057
H -0.12 0.22 -2.13 0.131
H 1.70 -0.03 -1.12 0.199
H 0.62 -0.81 1.61 0.078
H 1.90 -1.56 0.64 0.090
H 2.23 -0.08 1.56 0.086
H 0.18 2.19 -0.76 0.137

=====

Entry 11:
12
Properties=species:S:1:pos:R:3:lowdin_charge:R:1 method="wB97M-V/def2-TZVPD" energy_ev=-8801.125 orbital_gap_ev=10.8465 de_lowest_ev=2.294 spin_multiplicity=1 e_lumo_ev=0.51 e_homo_ev=-10.3 smiles="N#C[C@@H]1C[C@@H]1C=O"
N 1.00 -1.98 -1.57 0.174
C 0.64 -0.93 -1.24 -0.206
C 0.27 0.39 -0.76 -0.236
C 1.08 0.79 0.47 -0.023
C -0.37 0.45 0.61 -0.200
C -1.30 -0.74 0.70 -0.262
O -1.30 -1.73 1.36 0.093
H -0.25 0.99 -1.49 0.143
H 1.90 0.11 0.72 0.120
H 1.32 1.84 0.63 0.112
H -0.96 1.36 0.71 0.143
H -2.02 -0.54 -0.14 0.141

=====

Entry 12:
57
Properties=species:S:1:pos:R:3:lowdin_spin:R:1 method="wB97M-V/def2-TZVPD" energy_ev=-61249.556 orbital_gap_ev="6.1505 / 6.2382" s2=2.00 de_lowest_ev=0.580 spin_multiplicity=3 e_lumo_ev="-1.86 / -1.86" e_homo_ev="-8.0 / -8.1"
O 1.74 0.38 -3.85 0.000
C 0.88 0.02 -4.99 0.000
C 2.02 0.08 -5.99 0.000
H 0.10 0.77 -5.13 0.000
H 0.44 -0.98 -4.86 0.000
C 2.89 0.45 -4.76 0.000
H 1.94 0.88 -6.73 0.000
H 2.30 -0.87 -6.46 0.000
C 3.43 1.86 -4.86 0.000
H 2.63 2.56 -5.11 0.000
H 4.20 1.89 -5.64 0.000
H 3.89 2.16 -3.91 0.000
C 3.95 -0.58 -4.44 0.000
H 3.52 -1.59 -4.38 0.000
H 4.45 -0.34 -3.50 0.000
H 4.71 -0.57 -5.24 0.000
Pr -1.19 -0.10 2.57 2.029
C -0.75 -2.47 3.98 -0.003
C -2.07 -2.67 3.49 -0.004
C -2.01 -2.78 2.07 -0.001
H -2.97 -2.78 4.09 0.000
C -0.64 -2.68 1.68 -0.004
C 0.14 -2.48 2.86 -0.002
H 1.23 -2.40 2.91 0.000
H -0.46 -2.36 5.03 0.000
H -2.85 -2.98 1.41 0.000
H -0.26 -2.81 0.67 0.000
C -0.14 1.58 4.65 -0.002
C 0.93 0.79 4.15 -0.001
C 1.20 1.21 2.81 -0.003
H 1.48 0.02 4.70 0.000
C 0.28 2.25 2.48 -0.004
C -0.55 2.47 3.62 -0.003
H -1.34 3.21 3.70 0.000
H -0.54 1.55 5.66 0.000
H 2.02 0.85 2.18 0.000
H 0.24 2.79 1.53 0.000
O -0.92 0.27 0.10 -0.002
C 0.45 -0.02 -0.33 0.000
C 0.32 -0.45 -1.77 0.000
H 0.92 -0.78 0.31 0.000
H 1.02 0.92 -0.23 0.000
C -1.02 0.10 -2.28 0.000
H 0.37 -1.54 -1.87 0.000
H 1.17 -0.02 -2.29 0.000
C -1.87 0.22 -1.02 0.000
H -1.46 -0.58 -3.02 0.000
H -0.88 1.09 -2.74 0.000
H -2.49 -0.67 -0.87 0.000
H -2.48 1.12 -0.98 0.000
F -3.33 2.31 4.81 0.001
Te -4.08 0.61 4.33 0.001
F -2.32 -0.18 4.90 0.000
F -4.67 -1.18 4.02 0.001
F -4.57 0.39 6.17 0.001
F -5.71 1.36 3.75 0.000
O -3.30 0.70 2.64 -0.006

=====

Entry 13:
33
Properties=species:S:1:pos:R:3:lowdin_charge:R:1 method="wB97M-V/def2-TZVPD" energy_ev=-45061.770 orbital_gap_ev=10.0845 de_lowest_ev=0.000 spin_multiplicity=1 e_lumo_ev=-0.36 e_homo_ev=-10.4
K -0.92 -1.65 -0.65 0.953
B -3.24 -4.06 -0.99 -1.248
F -3.07 -5.41 -0.64 0.111
F -4.58 -3.87 -1.33 0.114
F -2.81 -3.20 0.03 0.004
F -2.42 -3.63 -2.09 0.014
C 4.37 -0.47 -2.52 -0.054
C 2.88 -0.59 -2.86 -0.198
O 2.26 0.63 -2.45 0.054
C 0.95 0.67 -2.43 -0.634
O 0.25 -0.28 -2.76 0.037
O 0.53 1.82 -1.98 0.027
C -0.85 2.19 -2.05 0.008
H 4.51 0.16 -1.65 0.079
H 4.98 -0.06 -3.32 0.075
H 4.73 -1.46 -2.27 0.077
H 2.39 -1.45 -2.41 0.120
H 2.83 -0.76 -3.94 0.132
H -1.38 1.64 -2.83 0.106
H -0.82 3.27 -2.18 0.100
H -1.31 1.99 -1.08 0.086
C -1.34 1.26 2.10 -0.328
O -1.54 0.25 1.45 -0.054
N -0.82 1.24 3.34 -0.188
C -0.58 2.42 4.15 -0.051
C -0.52 -0.02 4.00 -0.032
H -1.57 2.27 1.74 0.138
H -1.12 2.35 5.09 0.090
H -0.88 3.34 3.65 0.087
H 0.48 2.45 4.42 0.093
H 0.51 -0.29 3.78 0.099
H -0.69 0.03 5.07 0.091
H -1.20 -0.79 3.64 0.094

=====

Entry 14:
56
Properties=species:S:1:pos:R:3:lowdin_charge:R:1 method="wB97M-V/def2-TZVPD" energy_ev=-122370.769 orbital_gap_ev=1.5254 de_lowest_ev=0.694 spin_multiplicity=1 e_lumo_ev=-15.95 e_homo_ev=-17.5 total_charge=+4
C 6.54 2.41 1.39 -0.021
O 5.29 2.07 0.80 -0.112
C 5.38 1.45 -0.44 -0.214
C 5.47 -0.08 -0.31 -0.127
C 4.26 -0.67 0.46 -0.177
C 3.52 -1.67 -0.42 -0.187
C 2.18 -2.12 0.19 -0.180
C 1.12 -2.42 -0.88 -0.185
C -0.19 -1.62 -0.71 -0.216
C -0.87 -1.96 0.60 -0.219
C -2.07 -1.10 1.09 -0.164
C -2.12 0.36 0.63 -0.232
P -3.19 0.73 -0.83 0.877
F -3.15 -0.81 -1.35 -0.217
C -5.03 0.69 -0.71 -0.199
C -5.44 0.55 0.74 -0.448
C -5.68 -0.79 1.33 0.000
N -5.59 1.57 1.48 0.203
P -3.36 3.00 -0.06 0.609
O -1.99 3.54 0.42 -0.234
Br -4.14 4.35 -1.50 0.738
C -2.37 1.30 -2.50 -0.638
F -1.65 0.26 -2.96 0.146
F -3.35 1.62 -3.37 0.151
F -1.55 2.33 -2.27 0.110
H 6.34 2.88 2.33 0.103
H 7.08 3.10 0.74 0.114
H 7.13 1.51 1.55 0.110
H 6.21 1.81 -1.03 0.138
H 4.46 1.68 -0.98 0.131
H 6.39 -0.32 0.21 0.116
H 5.51 -0.47 -1.31 0.117
H 3.62 0.15 0.72 0.105
H 4.65 -1.15 1.34 0.126
H 4.14 -2.55 -0.52 0.132
H 3.40 -1.25 -1.41 0.117
H 1.80 -1.39 0.89 0.108
H 2.37 -3.02 0.75 0.121
H 0.86 -3.52 -0.91 0.016
H 1.49 -2.19 -1.86 0.135
H -0.84 -1.91 -1.53 0.108
H 0.08 -0.58 -0.78 0.130
H -1.29 -3.03 0.48 -0.134
H -0.15 -2.02 1.41 0.129
H -1.98 -1.06 2.17 0.135
H -3.00 -1.61 0.92 0.091
H -1.14 0.78 0.47 0.105
H -2.54 0.93 1.45 0.085
H -5.45 1.60 -1.12 0.083
H -5.36 -0.12 -1.34 0.120
H -6.67 -0.82 1.77 0.118
H -5.57 -1.59 0.62 0.086
H -4.98 -0.92 2.15 0.092
H -5.53 2.47 0.98 0.026
H -2.02 4.32 1.01 0.142
Hf -0.98 -4.72 -0.01 1.924

=====

Entry 15:
56
Properties=species:S:1:pos:R:3:lowdin_charge:R:1 method="wB97M-V/def2-TZVPD" energy_ev=-37102.944 orbital_gap_ev=10.1063 de_lowest_ev=0.000 spin_multiplicity=1 e_lumo_ev=-8.01 e_homo_ev=-18.1 total_charge=+3
Ir -0.11 0.49 0.14 1.561
C 4.38 -0.41 1.52 0.036
N 3.37 -1.43 1.19 -0.091
C 3.86 -2.81 1.17 0.029
C 2.14 -1.10 0.90 -0.340
O 1.74 0.12 0.94 -0.130
C 1.14 -2.17 0.49 -0.023
O -0.17 -1.59 0.30 -0.245
C -1.20 -1.96 1.27 -0.023
C -1.32 -0.86 2.31 -0.348
O -0.78 0.27 2.04 -0.093
N -1.96 -1.06 3.42 -0.093
C -2.65 -2.31 3.76 0.028
C -2.09 0.01 4.43 0.039
H 4.52 -0.39 2.60 0.120
H 4.07 0.56 1.16 0.091
H 5.31 -0.69 1.04 0.116
H 4.55 -2.94 2.00 0.118
H 4.39 -3.00 0.23 0.122
H 3.06 -3.53 1.28 0.093
H 1.08 -2.95 1.23 0.143
H 1.43 -2.61 -0.47 0.168
H -0.94 -2.92 1.70 0.144
H -2.12 -2.06 0.70 0.165
H -2.73 -2.97 2.90 0.093
H -3.65 -2.07 4.11 0.119
H -2.11 -2.82 4.56 0.119
H -1.40 0.82 4.21 0.096
H -1.88 -0.41 5.41 0.115
H -3.12 0.39 4.42 0.119
C 0.22 4.79 0.63 0.048
C 0.58 3.35 0.74 -0.463
N 1.66 3.01 1.41 0.244
O -0.20 2.50 0.21 -0.114
H 1.10 5.41 0.50 0.108
H -0.28 5.09 1.56 0.119
H -0.48 4.93 -0.19 0.102
H 2.23 3.72 1.83 0.150
H 1.91 2.04 1.56 0.091
O -1.79 0.69 -1.08 -0.024
C -1.05 0.84 -2.09 -0.549
O 0.21 0.73 -1.91 -0.064
C -1.65 1.18 -3.43 -0.128
N -0.55 1.25 -4.47 0.127
C -0.85 0.20 -5.54 -0.061
C -1.75 -0.78 -4.82 -0.128
C -2.63 0.13 -3.96 -0.086
H -2.11 2.17 -3.33 0.184
H 0.35 1.06 -4.01 0.168
H -0.48 2.18 -4.88 0.195
H 0.09 -0.20 -5.91 0.143
H -1.37 0.71 -6.35 0.147
H -1.16 -1.46 -4.20 0.128
H -2.32 -1.38 -5.52 0.141
H -3.13 -0.38 -3.14 0.134
H -3.39 0.61 -4.57 0.142